# 1
C5H8N2 in the gas phase in a non-equilibrium geometry, computed with the ωB97M-V functional and the def2-TZVPD basis.

Geometry as ORCA input:
```
! wB97M-V def2-TZVPD RIJCOSX def2/J DEFGRID3
* xyz 0 1
C -2.13 -0.96 0.09
C -1.19 -0.15 -0.19
C 0.00 0.54 -0.08
N -0.17 1.93 0.00
C 0.84 -0.19 -1.14
N 1.45 -1.06 0.05
C 0.87 -0.12 1.12
H -3.13 -1.38 0.16
H -0.61 2.23 -0.81
H -0.66 1.97 0.82
H 1.82 0.40 -1.47
H 0.29 -1.09 -1.63
H 0.72 -1.82 -0.18
H 0.20 -0.71 1.73
H 1.70 0.42 1.52
*
```

Computed properties:
HOMO	-9.01	eV
energy above the lowest of the compared OMol25 structures with the same formula, charge and spin	135.6	kcal/mol
SMILES	C#CC1(N)CNC1
DFT total energy	-8289.1155	eV
maximum force	9.7	eV/Å

Atom charges from the Mulliken analysis, given in e for atoms 1 to 4:
1 C -0.211
2 C -0.773
3 C 1.107
4 N -0.671



# 2
C5H8N2 in the gas phase, computed with the ωB97M-V functional and the def2-TZVPD basis.

Geometry as ORCA input:
```
! wB97M-V def2-TZVPD RIJCOSX def2/J DEFGRID3
* xyz 0 1
C 2.09 -0.24 -0.39
C 0.66 -0.07 0.02
C -0.32 -1.03 0.33
C -1.78 -0.99 0.03
N -2.07 -0.12 -0.93
C -0.69 0.58 1.64
N 0.21 1.02 0.71
H 2.73 -0.50 0.47
H 2.19 -1.03 -1.14
H 2.49 0.69 -0.82
H 0.01 -2.06 0.53
H -1.37 0.45 -1.41
H -3.03 -0.01 -1.22
H -1.53 1.31 1.69
H 0.40 1.99 0.48
*
```

Computed properties:
HOMO	-7.52	eV
energy above the lowest of the compared OMol25 structures with the same formula, charge and spin	145.6	kcal/mol
DFT total energy	-8288.6809	eV
maximum force	0.5	eV/Å

Atom charges from the Mulliken analysis, given in e for atoms 1 to 4:
1 C -1.257
2 C 0.247
3 C 0.288
4 C -0.900



# 3
C5H8N2 in the gas phase in a non-equilibrium geometry, computed with the ωB97M-V functional and the def2-TZVPD basis.

Geometry as ORCA input:
```
! wB97M-V def2-TZVPD RIJCOSX def2/J DEFGRID3
* xyz 0 1
C -1.07 -1.75 0.26
N -0.68 -0.45 0.04
C 0.59 -0.41 -0.66
C 0.82 1.07 -1.09
C 0.62 1.92 -0.09
C -0.04 1.39 1.15
N -0.62 0.27 1.22
H -1.27 -2.28 -0.71
H -1.95 -1.87 0.85
H -0.31 -2.39 0.64
H 1.42 -0.77 0.09
H 0.59 -1.20 -1.47
H 1.14 1.45 -2.07
H 0.70 3.05 -0.28
H 0.06 1.98 2.11
*
```

Computed properties:
HOMO	-8.55	eV
energy above the lowest of the compared OMol25 structures with the same formula, charge and spin	57.6	kcal/mol
SMILES	CN1CC=CC=N1
DFT total energy	-8292.4964	eV
maximum force	3.7	eV/Å

Atom charges from the Mulliken analysis, given in e for atoms 1 to 4:
1 C -0.904
2 N 0.218
3 C -0.492
4 C -0.378